Record 1
Below is a 8-piece molecular cluster, C16H48O8 overall at a distorted geometry, with properties calculated with ωB97M-V/def2-TZVPD.

The SMILES is CC(C)O.CC(C)O.CC(C)O.CC(C)O.CO.CO.CO.CO. For the HOMO energy, the calculation gives -9.53 eV. The value obtained for the largest force on an atom is 0.2208 hartree/bohr. For the relative energy (zero: lowest compared OMol25 entry of this formula, charge and spin), the calculation gives 8.6602 eV. The value obtained for the HOMO-LUMO gap is 0.372 Ha.

```
72
Properties=species:S:1:pos:R:3:forces:R:3
C -0.895 0.694 -2.076 -0.2 0.4 2.4
O 0.362 0.114 -1.755 0.4 0.7 -2.6
H -1.183 0.604 -3.091 0.0 -0.8 -0.9
H -1.003 1.761 -1.848 0.6 0.1 0.1
H -1.502 0.188 -1.335 -1.4 0.0 -0.6
H 0.493 0.202 -0.834 0.5 0.2 1.8
C -2.263 -2.344 -0.664 2.0 0.9 -0.3
O -2.983 -1.598 0.275 -1.4 1.0 0.1
H -2.210 -1.819 -1.638 0.4 -0.2 0.4
H -2.675 -3.301 -0.894 -0.4 -0.9 0.2
H -1.222 -2.435 -0.207 -1.2 -0.2 -1.0
H -3.679 -1.086 -0.191 0.6 -0.6 0.6
C 0.345 3.996 -0.183 2.1 2.1 -2.3
O -0.242 4.745 0.732 -3.0 2.3 4.2
H -0.278 3.726 -0.965 -1.3 -0.9 -1.7
H 0.739 3.184 0.289 1.6 -2.4 0.7
H 1.041 4.756 -0.567 1.1 -1.3 -0.9
H -1.130 4.965 0.487 -0.6 0.2 0.0
C 1.299 -2.137 -4.215 1.0 -1.7 1.1
O 0.186 -1.996 -3.364 0.3 0.8 0.6
H 1.369 -1.273 -4.783 0.3 1.4 -1.8
H 1.367 -3.072 -4.818 -0.9 0.7 0.3
H 2.221 -2.183 -3.620 0.1 0.0 0.1
H 0.439 -1.169 -2.830 -0.8 -1.6 -0.5
C 3.569 0.316 -1.398 1.1 0.5 -3.5
C 4.394 1.494 -0.936 -3.1 1.2 -5.5
C 3.579 2.768 -0.893 -0.9 -0.2 -0.2
O 4.720 1.334 0.274 5.3 -2.0 9.0
H 2.866 0.150 -0.684 -2.1 -0.8 2.1
H 4.081 -0.596 -1.686 0.7 -0.2 0.7
H 3.067 0.528 -2.346 -0.3 0.4 0.1
H 5.293 1.565 -1.470 1.0 0.6 -2.0
H 4.078 3.651 -0.648 1.8 1.1 0.9
H 2.769 2.745 -0.169 0.0 -0.7 0.1
H 3.159 3.086 -1.781 -1.3 0.1 -2.3
H 5.717 1.269 0.310 -1.9 -0.1 0.7
C -0.177 -1.058 2.435 -1.5 0.4 1.5
C -0.247 0.323 1.813 -8.1 -1.7 6.0
C -0.508 1.451 2.790 -1.7 0.1 1.7
O 0.747 0.670 1.180 8.9 2.1 -6.8
H -1.174 -1.485 2.538 -0.1 0.0 -0.1
H 0.195 -1.012 3.447 0.4 0.1 0.4
H 0.415 -1.744 1.916 1.0 -0.8 -1.2
H -1.187 0.382 1.274 0.1 -0.5 -1.2
H -1.034 1.177 3.695 -0.7 -0.4 0.1
H -1.091 2.229 2.307 0.2 0.3 0.0
H 0.348 1.887 3.241 1.5 0.4 -0.2
H 1.510 0.730 1.772 0.2 0.1 -0.4
C 0.876 -5.014 -0.793 1.9 0.3 -0.1
C 1.752 -4.107 0.110 3.0 0.6 -9.8
C 1.795 -2.660 -0.396 0.2 0.6 -1.2
O 1.593 -4.170 1.342 -1.6 -1.0 8.9
H -0.074 -4.993 -0.345 -1.8 0.0 0.1
H 1.224 -6.055 -0.849 0.0 0.3 0.3
H 0.917 -4.592 -1.802 -0.5 -0.1 0.1
H 2.822 -4.351 -0.143 -0.6 -0.5 0.6
H 2.170 -2.098 0.423 0.7 0.7 0.8
H 0.885 -2.143 -0.686 -0.5 -0.4 -0.1
H 2.514 -2.502 -1.236 -0.6 -0.3 0.5
H 0.727 -3.848 1.626 0.1 -0.1 0.0
C -4.030 0.971 3.011 1.4 0.7 2.3
C -4.614 1.927 2.018 7.0 3.4 3.1
C -3.629 2.245 0.931 0.1 -1.7 -1.4
O -5.581 1.418 1.452 -8.4 -4.5 -5.4
H -3.099 1.380 3.447 -0.2 -0.4 -0.4
H -3.871 -0.018 2.638 0.4 -0.5 -0.9
H -4.636 0.792 3.893 -0.7 0.3 0.1
H -4.964 2.859 2.524 0.9 0.1 0.1
H -3.118 3.020 1.328 2.7 2.5 0.7
H -4.071 2.578 -0.003 -0.6 0.2 0.1
H -2.985 1.402 0.596 -0.2 0.4 0.8
H -6.287 1.576 2.029 -2.5 -0.5 0.7
```
Forces are in eV/Å.


Record 2
Below is a 7-piece molecular cluster, C16H49N3O7 overall at a distorted geometry, with properties calculated with ωB97M-V/def2-TZVPD.

The SMILES is COC[C@H](C)N.COC[C@H](C)N.COC[C@H](C)N.CO.CO.CO.CO. For the HOMO energy, the calculation gives -8.89 eV. The value obtained for the largest force on an atom is 0.2596 hartree/bohr. For the relative energy (zero: lowest compared OMol25 entry of this formula, charge and spin), the calculation gives 11.5817 eV. The value obtained for the HOMO-LUMO gap is 0.344 Ha.

```
75
Properties=species:S:1:pos:R:3:forces:R:3
C 20.264 23.324 31.163 3.8 -1.5 0.9
C 21.068 22.280 32.030 -2.1 -0.2 0.6
C 20.945 22.508 33.649 -1.8 2.1 -2.2
O 21.458 23.826 33.928 0.5 -1.0 1.4
C 21.688 23.901 35.363 1.3 -2.8 -1.5
N 20.400 20.959 31.770 -1.1 0.8 -0.6
H 20.587 24.294 31.376 0.7 1.6 0.4
H 19.292 23.276 31.413 -3.6 -0.4 0.6
H 20.467 23.127 30.130 -0.2 -0.2 -0.6
H 22.115 22.338 31.734 0.1 -0.2 0.2
H 21.544 21.777 34.164 0.0 -0.6 0.2
H 19.840 22.583 34.043 1.8 -1.0 -1.0
H 22.470 24.612 35.491 0.2 0.7 0.6
H 22.035 22.867 35.775 0.0 1.6 -0.8
H 20.810 24.034 35.921 -1.4 1.0 0.6
H 20.947 20.186 31.582 3.2 -2.2 1.9
H 20.127 20.740 30.806 -1.4 2.3 -0.5
C 26.858 27.086 30.706 -4.8 3.9 -3.3
C 27.317 27.576 32.043 -1.6 -4.4 -1.2
C 26.655 26.694 33.075 -0.5 -3.5 -0.1
O 25.330 27.001 33.268 -2.9 1.1 -0.2
C 24.581 26.255 34.252 -3.6 8.9 -2.7
N 28.695 27.339 32.145 2.9 3.0 0.1
H 26.815 26.112 30.337 0.9 -2.2 0.5
H 27.139 27.671 29.728 0.1 -0.5 2.1
H 25.648 27.313 30.690 2.6 -0.4 0.1
H 26.756 28.397 32.304 0.0 3.5 0.1
H 27.036 26.821 34.012 2.3 0.9 2.8
H 26.825 25.568 32.950 -0.3 1.0 -0.6
H 24.932 26.228 35.172 1.6 1.4 4.8
H 24.701 25.393 34.030 1.2 -11.3 -3.3
H 23.430 26.379 34.176 2.1 0.7 0.1
H 28.879 27.371 33.144 0.8 0.1 0.0
H 29.226 28.187 31.716 -1.0 -2.1 1.0
C 22.371 16.975 39.899 -1.0 2.1 -0.9
C 21.859 17.675 41.230 -0.1 2.1 -4.4
C 21.705 19.189 41.122 5.6 -3.6 -11.6
O 22.991 19.801 40.803 0.7 1.7 1.9
C 23.030 21.089 41.534 0.8 -0.5 -1.0
N 20.613 17.209 41.604 1.5 -3.7 3.9
H 21.742 17.200 38.914 1.2 -0.1 2.2
H 22.216 15.934 40.080 0.5 -0.8 0.0
H 23.431 17.304 39.767 -0.9 -0.6 -0.2
H 22.653 17.485 41.860 1.2 -0.6 2.1
H 21.386 19.655 41.816 -4.4 5.0 9.8
H 21.152 19.635 40.228 -0.5 -1.6 0.8
H 23.974 21.657 41.393 -0.4 -0.7 -0.7
H 23.059 20.982 42.625 -0.7 -0.4 -0.1
H 22.199 21.718 41.163 0.2 -0.2 0.5
H 19.902 17.553 41.117 -3.5 1.8 -2.6
H 20.459 17.344 42.588 -0.3 -0.1 0.2
C 22.906 23.407 38.500 3.0 -0.4 4.3
O 23.697 24.528 38.150 -0.3 -0.2 0.2
H 22.668 23.573 39.603 0.3 -0.1 -1.1
H 23.429 22.389 38.559 -0.6 1.4 -0.8
H 21.982 23.411 38.086 -2.7 -0.3 -2.0
H 24.204 24.325 37.366 0.3 -0.3 -0.5
C 23.881 24.440 42.718 2.1 -0.7 -3.9
O 24.569 23.624 43.566 0.5 -3.2 -1.3
H 24.571 25.279 42.504 -0.7 0.0 -0.6
H 22.985 24.801 43.083 -2.1 0.6 0.7
H 23.727 23.777 41.733 0.1 1.9 2.0
H 24.619 23.964 44.405 0.2 1.3 3.1
C 26.708 23.954 36.205 0.6 0.4 1.5
O 25.389 23.437 36.190 -0.8 -0.7 -0.9
H 27.012 23.651 37.327 0.2 1.0 -2.8
H 26.596 25.083 36.104 0.7 -1.3 0.3
H 27.412 23.577 35.374 -1.1 0.3 1.5
H 25.094 23.047 35.350 0.5 0.4 0.3
C 26.738 21.491 39.105 -0.7 -1.2 -0.3
O 27.058 20.185 39.566 2.5 -1.2 2.7
H 27.139 21.545 37.939 -1.6 0.5 3.2
H 27.118 22.163 39.840 1.2 1.3 -0.4
H 25.651 21.563 39.454 0.7 0.3 -2.1
H 27.655 20.173 40.441 -2.1 0.4 -3.2
```
Forces are in eV/Å.


Record 3
Below is a 7-piece molecular cluster, C16H49N5O10 overall at a distorted geometry, with properties calculated with ωB97M-V/def2-TZVPD.

For the HOMO energy, the calculation gives -8.93 eV. The value obtained for the largest force on an atom is 0.0521 hartree/bohr. For the relative energy (zero: lowest compared OMol25 entry of this formula, charge and spin), the calculation gives 0.2341 eV. The value obtained for the HOMO-LUMO gap is 0.312 Ha.

```
80
Properties=species:S:1:pos:R:3:forces:R:3
N -3.351 -0.573 -1.708 -0.1 0.5 -0.8
H -3.648 0.227 -2.269 -0.3 0.1 0.4
H -4.102 -1.256 -1.687 0.1 0.0 0.1
H -3.066 -0.267 -0.752 0.4 0.1 0.5
H -2.526 -0.922 -2.278 0.3 -0.7 0.2
N -1.350 0.246 1.276 0.3 -0.1 1.6
O -0.384 -0.302 0.733 -0.8 0.3 -0.7
O -1.211 0.727 2.419 -0.3 0.0 -0.7
O -2.506 0.287 0.760 0.2 0.0 -0.6
C 0.655 -1.713 3.941 -0.5 0.2 -0.6
C 1.940 -1.457 3.169 0.1 0.7 -1.3
O 2.544 -2.588 2.575 0.4 -0.7 0.9
O 0.165 -0.544 4.585 0.5 0.0 0.5
H 0.792 -2.531 4.648 0.1 0.3 0.4
H -0.147 -2.032 3.261 0.2 -0.3 -0.3
H 2.673 -0.919 3.773 0.1 -0.6 0.4
H 1.770 -0.724 2.369 -0.5 0.0 0.0
H 2.061 -2.967 1.821 -0.2 0.9 0.0
H -0.146 0.079 3.910 0.0 -0.4 -0.1
C -2.022 4.289 0.827 0.0 0.9 -0.5
C -2.992 3.707 1.840 0.1 -0.3 0.1
O -4.071 3.030 1.196 0.1 0.1 -0.2
O -1.033 5.142 1.386 -0.1 -0.7 0.5
H -2.629 4.935 0.184 0.0 -0.1 -0.1
H -1.565 3.546 0.159 0.0 -0.3 0.3
H -3.386 4.546 2.416 -0.2 -0.1 0.0
H -2.528 2.997 2.523 0.3 0.2 0.1
H -3.732 2.148 1.000 -0.1 0.0 0.1
H -0.628 4.621 2.120 0.0 0.2 -0.2
C -1.313 -3.861 0.352 -0.1 0.2 -0.7
C 0.211 -4.135 0.378 -1.3 2.3 -0.3
C 0.687 -5.079 -0.717 0.3 -0.8 1.1
O 0.322 -4.638 -2.016 0.2 0.0 0.3
C 0.259 -5.722 -2.917 -0.9 0.2 -0.6
N 0.925 -2.848 0.155 0.6 -0.8 -0.3
H -1.582 -3.135 -0.423 0.3 -0.3 -0.4
H -1.635 -3.327 1.247 0.0 -0.5 0.3
H -1.883 -4.770 0.151 -0.2 0.0 0.4
H 0.388 -4.424 1.417 0.6 -0.8 -0.3
H 0.320 -6.091 -0.516 -0.4 0.0 -0.1
H 1.774 -5.185 -0.648 0.1 0.2 -0.1
H 0.144 -5.319 -3.927 0.3 0.1 0.1
H -0.672 -6.277 -2.746 0.2 -0.3 0.2
H 1.113 -6.401 -2.894 0.1 0.1 0.2
H 0.443 -1.982 0.391 -0.2 -0.5 0.1
H 1.101 -2.845 -0.842 0.2 0.5 0.0
C 1.745 2.805 1.658 0.5 0.1 -0.1
C 1.506 3.084 3.143 -0.8 1.0 -1.4
C 2.138 4.418 3.501 1.5 0.1 0.8
O 3.535 4.398 3.195 -0.3 -0.5 -0.1
C 4.231 5.479 3.747 0.3 0.2 -0.7
N 0.047 3.298 3.348 0.7 -0.9 0.6
H 1.353 3.598 1.015 -0.2 0.1 0.3
H 1.306 1.870 1.308 0.1 -0.1 0.2
H 2.823 2.826 1.486 0.0 -0.4 -0.1
H 1.848 2.244 3.752 0.4 0.2 0.1
H 2.059 4.620 4.580 -0.3 -0.2 0.1
H 1.708 5.295 3.006 -0.5 -0.3 -0.3
H 4.374 5.371 4.827 -0.2 0.2 0.0
H 3.744 6.425 3.470 -0.1 0.0 0.4
H 5.203 5.514 3.248 0.0 -0.1 0.2
H -0.353 2.390 3.102 -0.4 0.4 0.0
H -0.029 3.342 4.366 -0.6 0.2 -0.1
C -0.129 0.479 -2.989 0.4 0.2 0.5
C -0.803 -0.270 -4.139 1.0 -0.5 0.7
C 0.132 -0.717 -5.261 0.7 0.5 -0.5
O -0.593 -1.192 -6.367 -0.7 -0.4 0.1
C 0.255 -1.550 -7.434 0.2 0.7 -0.3
N -1.389 -1.484 -3.498 -0.3 0.0 -0.9
H 0.461 1.358 -3.250 -0.4 0.1 -0.4
H 0.545 -0.097 -2.352 0.0 -0.5 -0.3
H -0.918 0.768 -2.295 0.0 0.3 0.0
H -1.577 0.418 -4.485 -0.1 -0.4 -0.5
H 0.820 -1.522 -4.948 -0.2 0.1 0.5
H 0.814 0.076 -5.614 -0.3 0.3 0.3
H 1.083 -2.185 -7.107 -0.1 -0.2 0.0
H 0.679 -0.641 -7.878 0.2 0.0 0.1
H -0.316 -2.011 -8.236 -0.2 -0.3 0.3
H -0.588 -2.091 -3.321 -0.2 0.0 0.6
H -1.891 -2.007 -4.220 -0.1 0.2 0.1
```
Forces are in eV/Å.